ORCA calculation (ωB97M-V with the def2-TZVPD basis set) on an isolated ion of composition C5H4NO5 and charge -1 in a non-equilibrium geometry.

Output
E_HOMO: -2.74 eV
E_LUMO: 3.60 eV
strongest force on any atom: 0.072 hartree/bohr
orbital gap: 0.233 Ha
energy relative to the best compared isomer or geometry (same formula, charge and spin): 20.6 kcal/mol

ORCA input file:
```
! wB97M-V def2-TZVPD RIJCOSX def2/J DEFGRID3
* xyz -1 1
C 1.25628 0.56221 0.29691
C 1.60661 0.01967 -1.01999
C 0.05250 0.39342 0.91279
C 0.63918 -0.48275 -1.78171
C -2.16173 -0.28574 0.54324
N -0.88468 -0.11943 0.12719
O -2.63162 -0.25883 1.68697
O -2.92806 -0.80413 -0.48724
O 2.80254 0.38641 -1.67976
O -0.06663 0.77271 2.26651
O 0.00342 -1.12977 -2.53398
H 2.12446 0.98469 0.95767
H 3.27415 0.61497 -0.82203
H -0.74321 0.32063 2.72921
H -2.34321 -0.97405 -1.19578
*
```

Atomic partial charges in e from the Löwdin method, atoms 1 to 2:
1. C -0.06
2. C -0.34